Record 1
DFT (ωB97M-V/def2-TZVPD) results for a molecular structure, C2H6NO3.

Output
gap between HOMO and LUMO = 7.955 eV
max |F| = 6.25 eV Å⁻¹
HOMO = -4.00 eV
ΔE to the lowest compared entry with this formula, charge and spin = 3.064 eV
E = -9803.137 eV
LUMO level = 3.95 eV
total charge = -1

Each line ends with the Mulliken charge.
Element x y z (Å)
O -1.883 -0.875 0.856  -0.69
C -0.675 -1.163 0.982  -0.04
N 0.352 -0.365 0.694  -0.34
C 2.193 -0.224 0.150  -0.14
O 2.495 0.776 -0.561  -0.68
H -0.438 -2.137 1.398  0.33
H 0.116 0.621 0.460  0.15
H 2.346 -0.154 1.238  0.22
H 2.461 -1.226 -0.162  0.23
H -2.198 1.131 -0.765  0.32
H -1.934 2.387 -1.562  0.32
O -2.103 1.382 -1.827  -0.66

Atoms 1-2, force components in eV/Å:
O -0.2148 0.0284 0.2395
C -0.0723 1.6888 -0.8034

---

Record 2
DFT (ωB97M-V/def2-TZVPD) results for 2 unconnected molecules or ions with the total composition C2H6NO3.

Output
gap between HOMO and LUMO = 7.894 eV
max |F| = 1.73 eV Å⁻¹
HOMO = -3.77 eV
ΔE to the lowest compared entry with this formula, charge and spin = 1.934 eV
E = -9804.266 eV
LUMO level = 4.13 eV
total charge = -1

Each line ends with the Mulliken charge.
Element x y z (Å)
O -0.863 -1.174 -0.732  -0.73
C 0.248 -0.912 -0.245  0.10
N 0.816 0.278 -0.120  -0.36
C 1.613 0.565 1.386  -0.34
O 0.919 0.216 2.392  -0.74
H 0.690 -1.756 0.295  0.34
H 0.307 1.121 -0.327  0.23
H 1.663 1.675 1.255  0.25
H 2.588 0.057 1.191  0.24
H -1.738 1.363 -2.298  0.27
H -1.852 -0.104 -1.565  0.48
O -2.313 0.606 -2.105  -0.71

Atoms 1-2, force components in eV/Å:
O -0.1046 -0.1754 -0.7149
C -1.4552 0.4715 0.8015